1.
Here is a structure of composition C20H13ClN6O3S2 in a non-equilibrium geometry from the Open Molecules 2025 dataset. Energies are from ωB97M-V/def2-TZVPD.

Each line ends with the natural charge from an NBO analysis.
CARTESIAN COORDINATES (ANGSTROEM)
N1 -2.647 -0.963 2.777  -0.299
O1 -1.263 3.923 -2.567  -0.928
O2 -3.598 3.580 -2.064  -0.869
Cl1 3.174 -5.410 -2.810  0.025
C1 -2.301 -0.611 1.690  0.293
N2 1.818 4.414 0.479  -0.583
N3 -0.168 5.575 0.669  -0.494
N4 1.634 0.342 2.545  -0.463
O3 -1.281 -2.298 -0.289  -0.503
S1 0.673 3.341 -0.031  0.584
C2 1.216 5.457 0.867  0.210
C3 -0.650 4.411 0.302  0.187
C4 2.158 0.494 1.284  0.069
C5 1.062 -0.843 2.750  0.369
C6 0.646 -4.894 -2.065  -0.215
C7 -0.971 -0.471 -1.716  -0.282
C8 -0.380 -4.228 -1.529  -0.242
C9 2.067 -0.517 0.272  -0.311
C10 0.967 -1.836 1.875  -0.291
C11 2.205 -3.428 -1.011  -0.205
C12 -1.129 0.912 -2.133  -0.106
C13 -2.252 1.205 0.094  -0.142
C14 1.988 -4.505 -1.897  -0.025
C15 -2.061 -0.048 0.390  -0.234
C16 -1.461 -0.942 -0.511  0.462
C17 -0.231 -3.077 -0.727  0.307
C18 1.402 -1.726 0.570  0.012
C19 1.135 -2.780 -0.402  -0.084
C20 -1.836 1.713 -1.143  -0.338
N5 0.541 -1.047 3.968  -0.785
N6 -1.937 4.240 -0.107  -0.834
S2 -2.239 3.425 -1.544  2.213
H1 1.735 6.264 1.258  0.197
H2 2.514 1.426 0.963  0.194
H3 0.390 -5.782 -2.648  0.233
H4 -0.315 -1.163 -2.312  0.249
H5 -1.371 -4.627 -1.693  0.232
H6 2.566 -0.304 -0.617  0.216
H7 0.474 -2.750 2.154  0.221
H8 3.152 -3.051 -0.781  0.233
H9 -0.871 1.238 -3.156  0.270
H10 -2.770 1.823 0.701  0.247
H11 0.663 -0.223 4.471  0.385
H12 -0.371 -1.438 3.997  0.395
H13 -2.079 5.177 -0.323  0.430

Summary:
- frontier orbital gap (eV) = 7.81
- DFT total energy (eV) = -70223.48358
- maximum force (eV/Å) = 6.23
- molar mass (g/mol) = 484.95


2.
Here is a cluster of 2 separate species, C20H13F4NO2 in total in a non-equilibrium geometry from the Open Molecules 2025 dataset. Energies are from ωB97M-V/def2-TZVPD.

Each line ends with the natural charge from an NBO analysis.
CARTESIAN COORDINATES (ANGSTROEM)
F1 2.958 -4.343 -0.258  -0.310
C1 3.145 -3.006 -0.291  0.404
C2 4.337 -2.466 0.158  -0.278
C3 4.547 -1.100 0.114  0.402
F2 5.721 -0.577 0.533  -0.306
C4 3.558 -0.279 -0.368  -0.180
C5 2.323 -0.784 -0.822  -0.116
C6 1.363 0.164 -1.251  0.003
C7 0.074 0.044 -1.827  -0.090
C8 -0.562 1.239 -2.216  -0.219
C9 -1.824 1.251 -2.758  0.405
F3 -2.417 2.425 -3.071  -0.307
C10 -2.496 0.058 -2.945  -0.311
C11 -1.903 -1.140 -2.585  0.418
F4 -2.581 -2.297 -2.746  -0.310
C12 -0.637 -1.152 -2.044  -0.244
C13 2.156 -2.183 -0.781  -0.177
H1 5.107 -3.107 0.542  0.247
H2 3.747 0.779 -0.388  0.234
H3 1.672 1.184 -1.097  0.217
H4 -0.047 2.175 -2.107  0.231
H5 -3.476 0.064 -3.384  0.247
H6 -0.223 -2.110 -1.810  0.220
H7 1.262 -2.659 -1.123  0.209
C14 -0.351 -0.255 2.003  -0.115
N1 1.006 0.043 2.259  0.448
O1 1.836 -0.885 2.173  -0.467
O2 1.346 1.208 2.546  -0.489
C15 -1.392 0.669 2.001  -0.036
C16 -1.207 2.026 2.337  -0.201
C17 -2.257 2.905 2.314  -0.216
C18 -3.523 2.476 1.954  -0.198
C19 -3.732 1.150 1.618  -0.226
C20 -2.695 0.254 1.645  -0.199
H8 -0.573 -1.276 1.776  0.209
H9 -0.227 2.359 2.631  0.259
H10 -2.097 3.936 2.579  0.213
H11 -4.346 3.173 1.947  0.211
H12 -4.719 0.820 1.339  0.213
H13 -2.871 -0.780 1.404  0.206

Summary:
- frontier orbital gap (eV) = 3.49
- DFT total energy (eV) = -37399.80763
- maximum force (eV/Å) = 1.75
- molar mass (g/mol) = 375.32


3.
Here is the molecule C20H14Cl2FN3O in a non-equilibrium geometry from the Open Molecules 2025 dataset. Energies are from ωB97M-V/def2-TZVPD.

Each line ends with the natural charge from an NBO analysis.
CARTESIAN COORDINATES (ANGSTROEM)
C1 -6.101 -0.912 3.055  -0.626
C2 -4.725 -0.582 2.545  -0.021
C3 -4.045 0.558 3.201  -0.201
C4 -2.742 0.900 2.801  -0.215
C5 -2.348 0.336 1.583  0.081
N1 -1.317 0.756 0.784  -0.531
C6 -1.173 -0.212 -0.068  0.679
N2 -0.294 -0.097 -1.099  -0.606
C7 0.949 0.659 -0.964  -0.095
C8 1.932 -0.197 -0.151  -0.014
C9 2.453 0.331 1.047  -0.197
C10 3.485 -0.312 1.758  -0.201
C11 4.075 -1.454 1.199  -0.049
Cl1 5.449 -2.096 2.030  0.011
C12 3.456 -2.048 0.135  -0.225
C13 2.425 -1.423 -0.610  -0.208
C14 1.648 0.914 -2.256  0.184
N3 1.261 0.296 -3.364  -0.438
C15 1.718 0.550 -4.564  0.024
C16 2.854 1.305 -4.789  -0.084
Cl2 3.400 1.972 -6.278  0.037
C17 3.387 1.968 -3.683  -0.241
C18 2.795 1.789 -2.388  0.384
F1 3.310 2.377 -1.236  -0.323
O1 -2.093 -1.223 0.002  -0.425
C19 -2.957 -0.753 0.993  0.227
C20 -4.137 -1.184 1.446  -0.251
H1 -6.257 -0.440 4.057  0.215
H2 -6.901 -0.607 2.396  0.218
H3 -6.098 -1.980 3.201  0.215
H4 -4.465 1.093 3.996  0.206
H5 -2.114 1.719 3.224  0.227
H6 -0.387 -0.646 -1.914  0.424
H7 0.851 1.647 -0.528  0.251
H8 2.085 1.190 1.504  0.222
H9 3.946 -0.047 2.682  0.226
H10 3.859 -3.005 -0.235  0.225
H11 2.085 -1.883 -1.532  0.228
H12 1.137 0.197 -5.367  0.205
H13 4.206 2.605 -3.645  0.241
H14 -4.616 -2.063 1.031  0.219

Summary:
- frontier orbital gap (eV) = 7.90
- DFT total energy (eV) = -55246.11683
- maximum force (eV/Å) = 4.30
- SMILES string = Cc1ccc2nc(N[C@@H](c3ccc(Cl)cc3)c3ncc(Cl)cc3F)oc2c1
- molar mass (g/mol) = 402.26